Entry 1:
Molecular formula: C33H70NPS4Si3Ti
Method: DFT, the ωB97M-V functional and the def2-TZVPD basis

Relative energy (zero: lowest compared OMol25 entry of this formula, charge and spin)   5.0 kcal/mol
E_HOMO (alpha / beta)   -4.24 / -4.26 eV
Orbital gap (alpha / beta)   6.59 / 6.67 eV
Net charge   -1
Spin multiplicity   2
LUMO level (alpha / beta)   2.3535 / 2.4140 eV

Last column: Mulliken spin population.
Cartesian coordinates (Å):
Ti -0.53221 -0.22167 0.41044  0.99
S 0.90010 1.85056 0.30003  0.00
S -0.31358 3.31820 -0.44598  0.00
S -1.79127 3.36437 1.00540  0.01
S -2.36277 1.39596 0.97999  -0.03
C 4.81115 2.23849 0.38169  0.00
Si 4.76781 0.34047 0.29184  0.00
C 5.21267 -0.17008 2.07929  0.00
C 6.24540 -0.19825 -0.77924  0.00
C 3.11909 -0.25352 -0.32655  -0.01
C 2.49078 -1.33125 0.28472  0.03
C 3.28406 -2.44059 0.77055  0.00
C 2.73937 -3.61732 1.15883  0.00
C 1.32774 -3.74903 1.16648  0.00
C 0.60032 -2.67168 0.78021  -0.02
N 1.09442 -1.47799 0.35655  -0.07
Si 2.52546 0.42706 -1.96380  0.00
C 0.68941 0.32296 -2.48389  -0.01
C 3.20844 2.12100 -2.48272  0.00
C 3.34423 -0.75050 -3.23221  0.00
H 5.37785 2.56924 1.25599  0.00
H 3.80027 2.64188 0.46297  0.00
H 5.27364 2.68046 -0.50362  0.00
H 4.67937 0.45143 2.80366  0.00
H 4.99428 -1.21042 2.32429  0.00
H 6.28259 -0.00961 2.23638  0.00
H 7.18322 0.20929 -0.39135  0.00
H 6.12881 0.15281 -1.80774  0.00
H 6.33826 -1.28720 -0.81362  0.00
H 4.35599 -2.34284 0.67922  0.00
H 3.36344 -4.45797 1.43708  0.00
H 0.84142 -4.66644 1.46690  0.00
H -0.48697 -2.73977 0.76512  -0.02
H 0.03321 0.04649 -1.64611  0.01
H 0.55217 -0.42876 -3.26273  0.00
H 0.33640 1.28393 -2.85988  0.00
H 2.92006 2.92075 -1.80270  0.00
H 2.83272 2.37236 -3.47813  0.00
H 4.30033 2.09195 -2.53838  0.00
H 3.01064 -1.77988 -3.07171  0.00
H 4.43228 -0.73774 -3.12424  0.00
H 3.10685 -0.47364 -4.26449  0.00
C -1.39336 1.35337 5.68480  0.00
C -1.54602 0.85856 4.24473  0.00
C -2.69657 -0.14791 4.15188  -0.01
P -0.06761 0.17905 3.32296  0.03
C 0.31008 -1.46021 4.16687  -0.03
C 0.03041 -1.65459 5.65729  0.00
C 1.75479 -1.86954 3.85748  0.01
C 1.34255 1.31476 3.82205  -0.01
C 1.98048 1.12286 5.19931  0.00
C 0.93395 2.78350 3.66525  0.01
H -2.36936 1.71462 6.02130  0.00
H -0.69750 2.18622 5.76504  0.00
H -1.07740 0.56946 6.37027  0.00
H -1.81357 1.72593 3.63340  0.00
H -2.49880 -1.05078 4.73391  0.00
H -2.86610 -0.43334 3.11794  0.02
H -3.61621 0.30502 4.53018  0.00
H -0.35176 -2.14540 3.62402  0.02
H 0.60150 -0.95756 6.27031  0.00
H 0.32975 -2.66985 5.93547  0.00
H -1.02572 -1.54968 5.89848  0.00
H 2.42629 -1.55904 4.65774  0.00
H 2.11889 -1.42635 2.93152  0.00
H 1.83597 -2.95164 3.76483  0.00
H 2.09959 1.09940 3.05852  0.01
H 1.26102 1.26059 6.00523  0.00
H 2.76457 1.87582 5.32034  0.00
H 2.44579 0.14727 5.31388  0.00
H 0.29195 3.11008 4.48585  0.00
H 0.40762 2.95891 2.73299  0.00
H 1.83013 3.40933 3.66297  0.00
C -0.56605 -3.10114 -2.22738  0.01
C -2.01378 -2.62881 -2.42664  -0.02
C -2.00385 -1.56610 -3.53631  0.00
C -2.83579 -3.81255 -2.95110  0.00
Si -2.65141 -1.80400 -0.73014  0.14
C -4.39419 -0.93598 -1.21566  0.01
C -5.31980 -1.76265 -2.11960  0.00
C -5.17995 -0.58599 0.06003  0.01
C -4.13465 0.38762 -1.95982  0.00
C -3.14957 -3.35919 0.48349  -0.04
C -3.15862 -2.82177 1.92019  -0.09
C -4.52724 -3.97308 0.19846  0.00
C -2.17433 -4.55019 0.44659  0.01
H -0.15755 -3.47566 -3.17518  0.00
H -0.49548 -3.90980 -1.49705  0.00
H 0.07960 -2.29022 -1.88611  0.01
H -1.37977 -1.90009 -4.37506  0.00
H -1.61188 -0.61078 -3.18422  0.00
H -3.00850 -1.39716 -3.92728  0.00
H -2.42517 -4.14770 -3.91282  0.00
H -3.87863 -3.53754 -3.10799  0.00
H -2.81560 -4.66851 -2.27652  0.00
H -5.46824 -2.78044 -1.76316  0.00
H -4.94169 -1.81299 -3.14277  0.00
H -6.30560 -1.28248 -2.16428  0.00
H -5.50261 -1.46588 0.61738  0.00
H -6.08396 -0.02469 -0.20800  0.00
H -4.59126 0.04118 0.72426  0.00
H -3.71566 0.23042 -2.95322  0.00
H -3.45984 1.03285 -1.40334  0.00
H -5.08162 0.92949 -2.08240  0.00
H -3.96409 -2.10054 2.06810  0.00
H -2.22013 -2.31780 2.16986  0.08
H -3.30170 -3.63944 2.64001  0.00
H -5.33566 -3.24782 0.23861  0.00
H -4.74627 -4.74223 0.95165  0.00
H -4.54285 -4.45935 -0.77950  0.00
H -1.19151 -4.32325 0.85680  -0.01
H -2.03503 -4.93572 -0.56110  0.00
H -2.58414 -5.36777 1.05341  0.00


Entry 2:
Molecular formula: C33H71BIN2O26PS
Method: DFT, the ωB97M-V functional and the def2-TZVPD basis

E_HOMO   -9.29 eV
Orbital gap   9.21 eV
Net charge   0
LUMO level   -0.0846 eV
SMILES   N=[PH2][C@H](O[C@H](S)COO)[C@H](I)NCB(O)O.CCOC(=O)OC.CCOC(=O)OC.CCOC(=O)OC.CCOC(=O)OC.CCOC(=O)OC.CCOC(=O)OC.CCOC(=O)OC

Last column: Mulliken charge in e.
Cartesian coordinates (Å):
N 2.91359 -2.76639 1.56855  -0.53
P 3.46644 -2.06864 0.28587  0.14
C 2.66007 -0.55390 -0.38598  -0.25
O 3.06657 0.48980 0.46186  -0.15
C 2.80591 1.81562 0.01037  0.54
S 3.80034 2.25610 -1.45806  -0.14
C 3.13892 2.72301 1.18870  -1.04
O 4.41048 2.40340 1.74202  -0.22
O 4.19441 1.68678 2.94623  -0.38
C 1.12958 -0.77833 -0.41502  -0.88
I 0.23084 0.04345 -2.22717  0.00
N 0.50712 -0.17406 0.71553  0.02
C -0.90788 -0.55908 0.91482  -0.94
B -1.87450 0.68950 0.77103  0.60
O -1.43395 1.90869 1.20684  -0.47
O -3.13330 0.49515 0.23090  -0.47
H 2.14535 -2.29543 2.02966  0.27
H 4.80597 -1.64177 0.37318  0.07
H 3.50018 -2.90285 -0.84928  0.08
H 3.04032 -0.42003 -1.40749  0.48
H 1.74559 1.93456 -0.22678  0.04
H 2.79812 2.23945 -2.34876  0.09
H 2.37599 2.61055 1.95917  0.41
H 3.20450 3.75694 0.84677  0.41
H 4.49148 0.80330 2.67997  0.31
H 0.91902 -1.85116 -0.51200  0.66
H 1.05285 -0.37234 1.54704  0.14
H -1.20104 -1.32668 0.19055  0.26
H -1.03111 -1.01802 1.90292  0.43
H -2.08259 2.61464 1.10575  0.26
H -3.45336 1.24766 -0.29187  0.26
C 0.49089 7.34553 -5.87660  -1.23
C 1.89283 6.77974 -5.88472  -0.01
O 1.94951 5.49197 -5.23737  -0.34
C 1.53622 4.46288 -5.97234  0.72
O 1.15186 4.50877 -7.11373  -0.54
O 1.63325 3.35694 -5.23250  -0.24
C 1.19310 2.16166 -5.88502  -0.64
H 0.10175 7.38436 -4.85834  0.30
H 0.50062 8.35697 -6.28390  0.38
H -0.17780 6.73588 -6.48324  0.32
H 2.57275 7.40049 -5.30410  0.36
H 2.28371 6.69086 -6.89832  0.16
H 1.68806 2.03336 -6.84580  0.31
H 0.11349 2.18171 -6.02927  0.30
H 1.46491 1.35263 -5.21325  0.13
C -5.63118 -1.08910 -2.50214  -1.23
C -4.13940 -1.31446 -2.38545  0.21
O -3.74576 -2.56977 -2.97020  -0.37
C -3.63658 -2.56974 -4.29654  0.77
O -3.79239 -1.62231 -5.02539  -0.56
O -3.30181 -3.80013 -4.68833  -0.35
C -3.16504 -3.95454 -6.10390  -0.63
H -6.17633 -1.92749 -2.06613  0.34
H -5.91248 -0.17980 -1.96899  0.34
H -5.93043 -0.98446 -3.54457  0.34
H -3.83486 -1.38508 -1.34426  0.12
H -3.57315 -0.50894 -2.85483  0.22
H -2.48057 -3.21125 -6.50832  0.29
H -4.13469 -3.85837 -6.59072  0.29
H -2.76902 -4.95496 -6.25206  0.22
C 4.18381 4.87480 -8.50318  -0.73
C 5.49030 5.15077 -7.79542  -0.21
O 6.58372 5.29308 -8.72172  -0.36
C 6.66729 6.47902 -9.32060  0.77
O 5.94975 7.42787 -9.12779  -0.56
O 7.69960 6.44860 -10.16514  -0.35
C 7.90047 7.66057 -10.89816  -0.63
H 4.27521 4.00125 -9.15052  0.38
H 3.39226 4.68808 -7.77893  -0.08
H 3.88403 5.72479 -9.11633  0.30
H 5.77897 4.31384 -7.16146  0.33
H 5.42940 6.04644 -7.17643  0.32
H 7.96614 8.51228 -10.22384  0.30
H 7.08430 7.81662 -11.60244  0.29
H 8.83645 7.52725 -11.43277  0.22
C -10.94992 -3.42186 4.27610  -1.06
C -10.43915 -2.86440 5.58568  -0.24
O -9.05720 -3.20747 5.80593  -0.31
C -8.17115 -2.45527 5.15146  0.74
O -8.41963 -1.52034 4.43594  -0.56
O -6.95207 -2.91928 5.43236  -0.28
C -5.88472 -2.24392 4.75705  -0.74
H -10.78996 -4.50022 4.23256  0.23
H -12.01887 -3.22714 4.18420  0.39
H -10.44123 -2.95843 3.43142  0.31
H -10.96359 -3.30430 6.43215  0.31
H -10.54942 -1.78120 5.63168  0.34
H -5.94836 -1.16950 4.91638  0.38
H -5.91702 -2.45952 3.68978  0.33
H -4.96926 -2.63659 5.19105  0.18
C 6.24169 4.63903 3.01893  -0.84
C 7.07954 5.05481 4.20620  -0.36
O 8.44666 5.31811 3.83292  -0.35
C 8.66640 6.50578 3.27667  0.80
O 7.85169 7.37584 3.10000  -0.56
O 9.96139 6.58467 2.95882  -0.34
C 10.34122 7.81113 2.32934  -0.63
H 6.69007 3.78571 2.51063  0.28
H 5.24425 4.35229 3.35116  0.27
H 6.15214 5.45921 2.30623  0.32
H 7.15079 4.24911 4.93512  0.31
H 6.66985 5.93502 4.70190  0.32
H 10.02778 8.66492 2.92715  0.30
H 9.89783 7.88095 1.33676  0.29
H 11.42434 7.77848 2.25406  0.22
C -7.98772 -6.60537 4.48410  -1.08
C -7.10235 -6.11708 5.60865  0.31
O -6.50930 -7.21192 6.33516  -0.43
C -5.45362 -7.76870 5.75334  0.79
O -4.96458 -7.43467 4.70106  -0.58
O -5.00981 -8.75341 6.53511  -0.38
C -3.87334 -9.45819 6.02725  -0.53
H -8.74357 -7.29364 4.86559  0.30
H -8.49126 -5.75551 4.02108  0.26
H -7.40418 -7.12003 3.72131  0.33
H -7.67821 -5.57048 6.35169  0.29
H -6.31551 -5.46074 5.24119  0.00
H -3.06312 -8.77059 5.79127  0.19
H -4.14540 -10.02459 5.13751  0.29
H -3.56943 -10.13202 6.82289  0.24
C 2.56740 -6.13203 4.01998  -1.15
C 2.04962 -4.84175 4.61079  -0.18
O 0.68432 -4.57977 4.22247  -0.32
C -0.24430 -5.24935 4.89988  0.69
O -0.04944 -6.03310 5.79519  -0.58
O -1.44094 -4.87673 4.44329  -0.33
C -2.54642 -5.54005 5.07295  -0.51
H 2.45550 -6.11779 2.93521  0.28
H 3.62550 -6.24426 4.25869  0.36
H 2.02813 -6.99024 4.41943  0.33
H 2.60755 -3.99159 4.22212  0.27
H 2.10808 -4.83699 5.69939  0.37
H -2.47118 -5.45020 6.15530  0.36
H -2.57409 -6.58702 4.78176  0.25
H -3.44153 -5.04638 4.70646  0.12


The highest net charge belongs to which entry? C33H71BIN2O26PS